1 | Below is an isolated ion of composition C4H13N3 and charge +1, with properties calculated with ωB97M-V/def2-TZVPD.

Structure (XYZ):
```
20
Properties=species:S:1:pos:R:3:mulliken_charge:R:1
C 0.65483 2.04671 0.50750 -0.597
C 0.41045 0.69887 -0.19823 -0.460
C -0.57691 -0.23429 0.49502 -0.715
N -1.63179 -3.65908 -0.49563 -0.373
C -1.14177 -2.54202 0.16699 -0.219
N -0.90029 -1.28767 -0.39486 -0.192
N 1.82777 2.74025 -0.15049 -0.282
H 0.83323 1.93568 1.57657 0.376
H -0.15644 2.77280 0.40536 0.334
H 0.01264 0.98092 -1.18579 0.324
H 1.43629 0.39318 -0.44205 0.357
H -0.13165 -0.52449 1.45370 0.336
H -1.42419 0.36635 0.86576 0.296
H -1.87449 -4.40572 0.12577 0.201
H -1.77724 -3.78362 -1.47443 0.161
H -0.65646 -2.85692 1.07955 0.202
H -1.25396 -1.16124 -1.32449 0.216
H 2.60239 2.09258 -0.17354 0.330
H 2.03626 3.61428 0.32983 0.356
H 1.71135 2.81343 -1.16654 0.350
```

Properties
**LUMO (alpha / beta)**: -3.79 / -3.80 eV
**2S+1**: 2
**Total charge**: +1
**Kohn-Sham gap (alpha / beta)**: 3.8 / 8.0 eV

---

2 | Below is a 2-piece molecular cluster, C4H13N3 overall, with properties calculated with ωB97M-V/def2-TZVPD.

Structure (XYZ):
```
20
Properties=species:S:1:pos:R:3:mulliken_charge:R:1
C 2.01838 0.38937 1.17526 -0.445
C 0.50224 0.39457 0.86829 -0.424
C 0.33747 0.57647 -0.59241 -1.015
N -3.06360 -0.55052 -2.80007 -0.397
C -2.02328 -1.10848 -2.14485 0.047
N -1.42694 -0.76934 -1.04697 -0.515
N 2.13053 0.27165 2.69981 -0.296
H 2.45830 -0.49331 0.72939 0.348
H 2.44920 1.34158 0.89244 0.331
H 0.05607 1.20274 1.44919 0.352
H 0.06473 -0.57773 1.14249 0.386
H 0.89513 0.15185 -1.40948 0.347
H -0.20517 1.44844 -0.93349 0.336
H -3.37280 -0.98722 -3.64982 0.226
H -3.65960 0.12285 -2.34995 0.200
H -1.61273 -1.99798 -2.62546 0.305
H -2.11309 -0.12410 -0.63470 0.154
H 1.25012 -0.00789 3.13254 0.348
H 2.86550 -0.40240 2.92499 0.358
H 2.44954 1.11943 3.17280 0.351
```

Properties
**LUMO (alpha / beta)**: -3.48 / -3.49 eV
**2S+1**: 2
**Total charge**: +1
**Kohn-Sham gap (alpha / beta)**: 6.5 / 8.6 eV

---

Going by the energies, 1 is most stable and the next is 0.107 eV up.

---

1 | Below is an isolated ion of composition C4H11N2S and charge -1, with properties calculated with ωB97M-V/def2-TZVPD.

Structure (XYZ):
```
18
Properties=species:S:1:pos:R:3:mulliken_charge:R:1
C 0.90223 -0.04217 -1.66484 -1.316
C 0.15239 0.11481 -0.27827 0.167
C -1.37729 0.23508 -0.36535 -0.780
S -1.95239 1.44899 -1.64087 -0.675
N 0.66944 -0.77082 0.76165 -0.113
C 0.95834 -0.92027 2.16766 -0.681
N 2.35767 -1.36219 2.45618 -0.647
H 1.82072 -0.62443 -1.49513 0.404
H 0.92541 0.91671 -2.17837 0.334
H 0.47756 -0.79435 -2.38332 0.283
H 0.47967 1.10255 0.02376 0.143
H -1.74207 -0.76223 -0.64987 0.245
H -1.84694 0.52387 0.60472 0.231
H 0.73011 -1.67124 0.30089 0.205
H 0.63612 0.03348 2.58301 0.309
H 0.23827 -1.61618 2.57497 0.388
H 2.84697 -0.63258 1.93760 0.267
H 2.57510 -1.24816 3.44230 0.235
```

Properties
**SMILES string**: C[C@@H](C[S-])NCN
**LUMO**: 3.50 eV
**Total charge**: -1
**Kohn-Sham gap**: 5.8 eV

---

2 | Below is an isolated ion of composition C4H11N2S and charge -1, with properties calculated with ωB97M-V/def2-TZVPD.

Structure (XYZ):
```
18
Properties=species:S:1:pos:R:3:mulliken_charge:R:1
N -0.78343 0.60099 -1.32538 -0.513
C 0.45330 0.46387 -0.59260 -0.046
C 1.53896 1.52842 -0.85761 -0.685
S 2.20465 1.31248 -2.46666 -0.613
C -0.06543 0.32899 0.88813 -0.529
N -1.09223 -0.64291 1.08512 -0.420
C -0.84747 -2.07437 0.70468 -0.858
H -1.56758 0.05405 -0.96276 0.277
H -1.02706 1.66433 -1.50232 0.244
H 0.84982 -0.52377 -1.04249 0.088
H 2.27131 1.50322 0.04473 0.176
H 1.00492 2.51191 -0.67630 0.223
H 0.80813 0.19592 1.63327 0.275
H -0.42196 1.41398 0.93651 0.205
H -1.21293 -0.79948 2.14902 0.289
H 0.03332 -2.49944 1.24354 0.327
H -1.65959 -2.82576 1.12564 0.273
H -0.48674 -2.21243 -0.38453 0.287
```

Properties
**SMILES string**: CNC[C@@H](N)C[S-]
**LUMO**: 3.40 eV
**Total charge**: -1
**Kohn-Sham gap**: 5.6 eV

---

3 | Below is an isolated ion of composition C4H11N2S and charge -1, with properties calculated with ωB97M-V/def2-TZVPD.

Structure (XYZ):
```
18
Properties=species:S:1:pos:R:3:mulliken_charge:R:1
C -0.90659 -0.11212 0.78980 -0.723
N -0.61439 0.83775 -0.25425 -0.316
C -0.30690 0.22919 -1.57979 -0.417
C 0.74344 0.97385 -2.37099 -0.772
S 0.93286 0.20636 -4.03002 -0.687
C 0.32569 -0.39600 1.65955 -0.292
N 0.01765 -1.29823 2.73982 -0.415
H -1.16900 -1.06622 0.33470 0.340
H -1.69757 0.20240 1.48044 0.306
H 0.11823 1.48122 0.01890 0.274
H -0.12783 -0.84684 -1.54011 0.282
H -1.22521 0.37399 -2.16063 0.187
H 0.46609 2.02434 -2.45555 0.263
H 1.73402 0.92478 -1.89809 0.226
H 1.14062 -0.72283 0.99903 0.202
H 0.62686 0.55295 2.09467 0.268
H 0.56142 -1.30803 3.57907 0.136
H -0.61936 -2.05657 2.59345 0.139
```

Properties
**SMILES string**: NCCNCC[S-]
**LUMO**: 3.40 eV
**Total charge**: -1
**Kohn-Sham gap**: 5.7 eV

---

Going by the energies, 3 is most stable and the next is 0.691 eV up.

---

1 | Below is an isolated ion of composition C4H11N2S and charge -1, with properties calculated with ωB97M-V/def2-TZVPD.

Structure (XYZ):
```
18
Properties=species:S:1:pos:R:3:mulliken_charge:R:1
N -1.41886 0.60698 -1.26993 -0.718
C 0.05399 0.61196 -0.94826 -0.157
C 0.67901 1.94999 -0.60724 -0.750
S 0.61583 3.10611 -2.13782 -0.587
C 0.41273 -0.23056 0.26164 -0.771
N 0.04199 -1.61950 0.29794 -0.350
C -0.13968 -2.27623 1.59593 -0.736
H -1.19380 1.50869 -1.81547 0.443
H -1.87303 1.18925 -0.43588 0.321
H 0.65464 0.28558 -1.76276 0.256
H 1.82435 1.45713 -0.38453 0.146
H 0.27822 2.22919 0.30713 0.389
H 1.59481 -0.21447 0.34166 0.144
H -0.03219 0.27937 1.11197 0.310
H -0.94943 -1.54319 -0.00058 0.275
H 0.54575 -1.76596 2.34946 0.296
H -1.19163 -2.17141 1.81412 0.242
H 0.09731 -3.40290 1.28262 0.248
```

Properties
**SMILES string**: CNC[C@@H](N)C[S-]
**LUMO**: 3.55 eV
**Total charge**: -1
**Kohn-Sham gap**: 6.4 eV

---

2 | Below is an isolated ion of composition C4H11N2S and charge -1, with properties calculated with ωB97M-V/def2-TZVPD.

Structure (XYZ):
```
18
Properties=species:S:1:pos:R:3:mulliken_charge:R:1
N -1.37551 0.22907 -0.77171 -0.724
C -0.36786 -0.19504 0.22561 0.303
C 0.55642 -1.24481 -0.36528 -1.193
S -0.13529 -2.90456 -0.60895 -0.612
C 0.49090 0.99365 0.74972 -0.853
N -0.16254 2.28408 0.71259 -0.231
C 0.71626 3.41902 0.68438 -0.976
H -2.29112 -0.07862 -0.46685 0.246
H -1.20519 -0.36835 -1.58339 0.294
H -0.95413 -0.58081 1.06664 0.289
H 1.50222 -1.22843 0.19124 0.293
H 0.85780 -0.85804 -1.35082 0.355
H 0.70307 0.76962 1.80678 0.201
H 1.40103 1.02621 0.15660 0.477
H -0.94733 2.38241 1.33347 0.225
H 0.19704 4.32698 0.98602 0.347
H 1.67943 3.32396 1.20451 0.285
H 0.92901 3.70670 -0.35639 0.274
```

Properties
**SMILES string**: CNC[C@@H](N)C[S-]
**LUMO**: 3.52 eV
**Total charge**: -1
**Kohn-Sham gap**: 5.9 eV

---

Going by the energies, 2 is most stable and the next is 1.639 eV up.

---

1 | Below is one molecule with the formula C10H10O2, with properties calculated with ωB97M-V/def2-TZVPD.

Structure (XYZ):
```
22
Properties=species:S:1:pos:R:3:mulliken_charge:R:1
C -2.39578 -0.53512 0.16001 -1.245
C -1.47475 -1.74657 0.23173 -0.657
C 0.05175 -1.31484 0.63266 0.191
C 0.91363 0.09733 2.16660 0.140
C 0.96730 0.65455 0.71749 0.437
C 1.66648 1.78942 0.30002 -0.382
C 1.63360 2.08221 -1.07410 -0.596
C 1.03152 1.15259 -1.95366 -0.549
C 0.56454 -0.11068 -1.50318 -0.581
C 0.56328 -0.29198 -0.15398 0.510
H -2.53220 -0.22423 1.15753 0.325
H -3.19786 -0.61205 -0.42417 0.484
H -1.85071 0.24339 -0.34224 0.255
H -1.26338 -1.98716 -0.83498 0.329
H -1.75181 -2.55229 0.86082 0.457
H 0.48385 -2.22067 0.41318 0.247
H 2.03563 2.55744 1.04679 0.330
H 2.29436 2.83920 -1.49744 0.367
H 0.84288 1.42445 -2.88894 0.533
H -0.01909 -0.70351 -2.15452 0.338
O 0.03442 -0.93677 1.92280 -0.360
O 1.40234 0.39530 3.21758 -0.572
```

Properties
**SMILES string**: CC[C@@H]1OC(=O)c2ccccc21
**LUMO**: 0.43 eV
**Kohn-Sham gap**: 9.9 eV

---

2 | Below is one molecule with the formula C10H10O2, with properties calculated with ωB97M-V/def2-TZVPD.

Structure (XYZ):
```
22
Properties=species:S:1:pos:R:3:mulliken_charge:R:1
C -3.48701 -1.13309 0.06111 -0.796
C -1.65833 0.35668 0.02666 0.670
C -1.22916 1.67705 0.26611 -0.499
C 0.16802 1.96928 0.14463 -0.589
C 1.06361 0.90985 -0.21373 0.058
C 2.66044 0.99813 -0.18840 -0.621
C 3.00686 -0.51412 -0.08607 -0.122
C 1.75357 -1.30692 -0.23935 -0.239
C 0.60371 -0.37388 -0.29477 -0.453
C -0.72106 -0.65358 -0.16166 -0.050
H -3.37643 -1.58477 -0.95938 0.298
H -4.53630 -1.07733 0.26496 0.223
H -3.02199 -1.71151 0.82958 0.359
H -1.95398 2.51693 0.58680 0.300
H 0.49780 2.94948 0.43335 0.413
H 2.95934 1.43440 0.84022 0.226
H 3.10557 1.57499 -1.00698 0.403
H 3.91820 -0.94333 -0.52994 0.407
H 1.80441 -2.33140 -0.71896 0.409
H -0.98955 -1.67920 -0.22988 0.484
O -2.98519 0.08811 0.11563 -0.440
O 2.41746 -1.16576 1.06008 -0.439
```

Properties
**SMILES string**: COc1ccc2c(c1)[C@@H]1O[C@@H]1C2
**LUMO**: 0.95 eV
**Kohn-Sham gap**: 9.4 eV

---

Going by the energies, 1 is most stable and the next is 0.751 eV up.